Here is a molecular structure, C20H31O3Ti in a non-equilibrium geometry from OMol25. Energies are from the ωB97M-V functional and the def2-TZVPD basis.

```
55
Properties=species:S:1:pos:R:3
Ti 0.436 -0.010 -0.171
O 2.486 -6.334 -2.006
O 0.298 -2.197 -0.483
O -1.221 0.292 0.497
C 1.458 0.229 -2.192
C 2.132 -0.902 1.162
C 0.985 -0.640 2.005
C -0.372 -4.465 -0.100
C 2.620 0.358 0.686
C 2.860 -8.494 -1.928
C 1.284 -3.052 -1.135
C 4.803 -6.907 -2.556
C -2.213 1.249 0.878
C 0.808 0.786 2.061
C 1.358 1.562 -1.654
C -0.790 0.806 -2.055
C 0.119 -0.228 -2.463
C 1.805 1.396 1.247
C 1.086 -4.419 -0.530
C 2.934 -7.322 -4.216
C 3.341 -7.262 -2.750
C 1.963 -7.474 -1.242
C -0.693 -3.014 0.235
C -0.023 1.902 -1.556
H 0.894 -7.616 -1.446
H 5.439 -7.663 -3.032
H 1.875 -7.588 -4.324
H 2.148 -7.368 -0.170
H 1.063 -3.084 -2.211
H 3.526 0.496 0.092
H 2.331 -9.242 -2.513
H 1.280 -5.162 -1.292
H 3.563 -8.050 -4.745
H 2.369 -0.307 -2.444
H 3.619 -8.938 -1.282
H -0.533 -5.144 0.741
H 0.117 1.323 2.710
H -1.868 0.771 -2.193
H 1.990 2.470 1.178
H -0.160 -1.145 -2.974
H 1.766 -4.569 0.318
H -3.037 1.202 0.149
H 2.183 2.236 -1.442
H 3.082 -6.339 -4.675
H 5.041 -6.842 -1.487
H 2.303 -2.648 -1.016
H 2.634 -1.865 1.043
H -1.697 -2.690 -0.066
H 4.994 -5.935 -3.025
H -0.570 -2.826 1.311
H 0.436 -1.375 2.588
H -2.562 1.006 1.890
H -1.800 2.275 0.889
H -1.009 -4.794 -0.933
H -0.423 2.869 -1.251
```

As for the charge: +1. Its orbital gap is 0.3033 hartree. For the LUMO energy, the calculation gives -3.17 eV. The relative energy (zero: lowest compared OMol25 entry of this formula, charge and spin) is 0.0 kcal per mole. The value obtained for the largest force on an atom is 0.0292 Eh/bohr.

=====

Here is a molecular structure, C20H31O5SV in a non-equilibrium geometry from OMol25. Energies are from the ωB97M-V functional and the def2-TZVPD basis.

```
58
Properties=species:S:1:pos:R:3
V -0.896 -1.053 1.110
S 0.797 1.523 3.800
O 2.015 2.124 -1.740
O 0.589 0.486 4.825
O -0.060 2.711 3.929
O -0.318 -0.723 -2.010
O 0.835 0.954 2.409
C 0.362 -2.011 2.648
C -1.389 -2.198 -3.567
C -3.068 -0.394 1.030
C 1.317 -2.016 0.534
C 1.359 -1.401 1.843
C -0.149 -1.365 -3.352
C 0.127 3.382 -0.820
C 1.164 1.253 -0.823
C 1.495 3.431 -1.581
C -2.056 -1.255 2.944
C 0.321 -3.041 0.542
C -2.848 -1.596 1.780
C -0.055 -0.124 -4.228
C -0.231 1.890 -0.631
C -2.414 0.675 1.739
C -0.437 0.445 -2.909
C 2.489 2.128 4.039
C 1.164 -2.084 -3.513
C -0.275 -3.045 1.857
C -1.860 0.155 2.947
H 0.080 -3.747 -0.273
H 0.318 1.179 -2.637
H 1.238 0.260 -1.294
H 2.571 2.588 5.033
H 1.234 3.823 -2.579
H -1.432 0.907 -2.987
H 0.943 0.119 -4.599
H -1.865 -1.885 3.808
H 3.212 1.294 3.976
H -1.711 0.732 3.851
H 0.141 3.805 0.217
H -2.490 1.733 1.481
H -3.165 -2.599 1.536
H -1.013 -3.758 2.206
H 0.241 -1.812 3.721
H -0.623 3.923 -1.430
H -1.384 -2.971 -2.784
H 2.034 -1.459 -3.287
H -1.388 -2.640 -4.575
H 2.060 -1.868 -0.268
H 2.270 4.052 -1.108
H -1.096 1.624 -1.256
H 1.251 -2.990 -2.910
H -0.827 0.135 -4.943
H 1.249 -2.382 -4.568
H -3.628 -0.342 0.094
H 1.642 1.209 0.200
H 2.154 -0.778 2.234
H -0.410 1.632 0.440
H 2.665 2.918 3.287
H -2.249 -1.552 -3.387
```

As for the charge: +1. Its orbital gap (spin up / spin down) is 0.2157 / 0.2422 hartree. For the LUMO energy (spin up / spin down), the calculation gives -6.05 / -5.33 eV. The relative energy (zero: lowest compared OMol25 entry of this formula, charge and spin) is 89.0 kcal per mole. The value obtained for the largest force on an atom is 0.0679 Eh/bohr. As for the spin multiplicity: 2.

=====

Here is C20H32ClN3O2S in the gas phase from OMol25. Energies are from the ωB97M-V functional and the def2-TZVPD basis.

```
59
Properties=species:S:1:pos:R:3
Cl 3.318 1.378 -6.641
S -3.526 6.251 -3.650
O -4.740 5.613 -4.122
O 1.159 4.154 -0.776
N -0.091 5.189 -3.143
N 0.393 2.113 -1.347
N -3.537 7.533 -2.833
C -2.517 6.691 -5.044
C -2.597 4.953 -2.823
C -1.027 6.877 -4.774
C 5.168 5.305 -3.751
C 4.181 3.415 -5.089
C 0.417 3.832 -3.062
C 1.736 3.687 -3.801
C 0.684 3.407 -1.610
C -0.265 5.571 -4.545
C 1.895 -0.155 2.035
C 0.785 -0.745 1.171
C 0.757 1.501 -0.080
C 0.488 0.006 -0.136
C 2.155 -0.985 3.286
C 1.891 2.716 -4.779
C 3.116 2.592 -5.412
C -1.245 5.437 -2.287
C 4.027 4.391 -4.108
C 3.249 -0.395 4.165
C 2.800 4.516 -3.468
H -2.524 4.109 -3.511
H 3.420 -1.002 5.055
H 2.425 -2.004 2.992
H -0.869 7.581 -3.956
H 1.109 -0.409 -0.939
H -1.322 6.507 -2.087
H 1.637 0.865 2.334
H -2.982 7.613 -5.395
H 2.986 0.612 4.493
H 2.824 -0.080 1.457
H 0.186 1.975 0.723
H 1.070 2.066 -5.058
H 5.273 5.389 -2.669
H -0.126 -0.770 1.778
H -3.271 4.657 -2.016
H -0.613 7.348 -5.667
H 0.057 1.524 -2.090
H 0.730 5.656 -4.982
H 5.126 3.293 -5.602
H 4.994 6.309 -4.141
H -4.074 7.432 -1.976
H -0.552 -0.166 -0.427
H -2.692 5.909 -5.784
H -1.048 4.977 -1.322
H 4.193 -0.328 3.621
H -0.774 4.769 -5.112
H 6.110 4.944 -4.162
H 2.655 5.259 -2.693
H -0.293 3.109 -3.508
H 1.810 1.706 0.121
H 1.018 -1.787 0.939
H 1.226 -1.069 3.858
```

As for the charge: 0. Its orbital gap is 0.3461 hartree. Its SMILES is CCCCCCNC(=O)[C@H](c1cc(C)cc(Cl)c1)N1CCC[S@@](=N)(=O)CC1. For the LUMO energy, the calculation gives 0.42 eV. The relative energy (zero: lowest compared OMol25 entry of this formula, charge and spin) is 2.9 kcal per mole. The value obtained for the largest force on an atom is 0.0071 Eh/bohr.

=====

Here is 2 unconnected molecules or ions with the total composition C20H32F3NO3 in a non-equilibrium geometry from OMol25. Energies are from the ωB97M-V functional and the def2-TZVPD basis.

```
59
Properties=species:S:1:pos:R:3
F 3.503 5.268 -1.832
F 1.889 6.024 -3.184
F 2.603 3.831 -3.299
O -4.013 -1.363 2.245
O 3.396 1.112 -1.558
O -1.242 -0.116 -2.818
N -2.617 0.959 1.258
C 2.269 0.748 -1.204
C -4.534 1.791 2.511
C -4.642 -0.485 1.318
C 1.151 1.864 -1.000
C -1.077 -2.853 -0.031
C 1.197 4.516 -1.348
C -0.364 -3.382 1.318
C 3.699 -0.916 0.766
C -0.394 0.033 -1.931
C 3.781 -2.538 -1.374
C 2.885 -1.739 -0.330
C 1.617 3.266 -0.445
C 2.290 4.886 -2.448
C -4.457 -1.225 3.585
C 1.818 -0.757 -0.975
C -0.149 1.505 -1.360
C 4.682 -1.635 -2.328
C -0.009 -2.633 -1.197
C 0.507 -1.149 -1.348
C -4.084 0.953 1.318
H -1.773 -1.980 0.152
H -4.456 -0.919 0.332
H 4.234 -1.612 1.479
H -2.323 0.492 0.402
H 0.043 -2.510 1.922
H 2.934 -0.258 1.310
H 4.475 -0.221 0.326
H 3.198 -3.295 -2.001
H 4.509 -3.173 -0.753
H -2.281 0.341 1.997
H 1.160 5.424 -0.653
H 0.833 -3.373 -1.024
H 5.573 -2.288 -2.640
H 0.506 -4.080 1.049
H 5.147 -0.733 -1.813
H -3.986 1.550 3.424
H -0.489 -2.926 -2.192
H -5.730 -0.492 1.460
H -4.290 -2.175 4.097
H 0.179 4.344 -1.835
H -4.362 2.852 2.309
H 1.241 3.487 0.612
H 2.282 -2.526 0.246
H -5.601 1.658 2.706
H -4.464 1.446 0.417
H -0.983 2.265 -1.271
H 2.756 3.281 -0.379
H -1.747 -3.722 -0.364
H -5.522 -0.982 3.642
H -1.075 -4.023 1.943
H 4.170 -1.350 -3.310
H -3.865 -0.467 4.102
```

As for the charge: 0. Its orbital gap is 0.3189 hartree. Its SMILES is CCCC1=C([C@H](C)CC)C(=O)C(CCC(F)(F)F)=CC1=O.COC[C@@H](C)N. For the LUMO energy, the calculation gives -0.82 eV. The value obtained for the largest force on an atom is 0.0565 Eh/bohr.